Entry A
A 2-piece molecular cluster, C2H5O4S overall. Source: the OMol25 dataset; level of theory: wB97M-V/def2-TZVPD.

```
12
C2H5O4S, DFT wB97M-V/def2-TZVPD
S 0.99 1.99 0.80
O -1.54 2.14 -0.29
O 1.66 -0.27 -1.63
O 1.69 0.66 0.74
O 0.55 2.30 2.20
C -0.78 1.41 0.28
C -1.17 0.07 0.84
H 2.00 -0.01 -0.73
H 0.65 -0.09 -1.71
H -0.86 0.00 1.85
H -2.24 0.15 0.71
H -0.70 -0.62 0.18
```

The value obtained for the LUMO energy is 3.94 eV. Its total charge is -1. For the orbital gap, the calculation gives 7.60 eV.

---

Entry B
C2H5O4S as an isolated structure. Source: the OMol25 dataset; level of theory: wB97M-V/def2-TZVPD.

```
12
C2H5O4S, DFT wB97M-V/def2-TZVPD
S -0.44 -0.64 2.09
O 1.50 -0.98 0.29
O 0.51 -1.75 2.45
O 1.02 1.21 0.87
O -0.24 0.62 2.91
C -0.72 0.16 -0.91
C 0.58 -0.03 0.57
H -0.37 1.00 -1.49
H 0.63 1.34 1.81
H -0.67 -0.78 -1.44
H -1.66 0.32 -0.41
H 1.41 -1.58 1.11
```

The value obtained for the LUMO energy is 3.94 eV. Its total charge is -1. For the orbital gap, the calculation gives 8.23 eV.

---

Verdict on stability: entry A comes out on top.

---

Entry A
C8H16N2 in the gas phase. Source: the OMol25 dataset; level of theory: wB97M-V/def2-TZVPD.

```
26
C8H16N2, DFT wB97M-V/def2-TZVPD
N -0.84 -1.73 2.47
N -0.35 -0.10 -0.96
C 1.03 -0.40 -0.72
C -0.71 -1.25 1.13
C 0.82 -1.25 0.61
C 0.43 2.00 -0.34
C -0.82 0.37 -2.27
C -1.51 0.13 0.97
C 1.69 1.07 -0.77
C -0.44 0.83 0.15
H -0.07 0.84 -2.94
H 0.70 2.68 0.49
H 1.07 -2.31 0.46
H -1.19 -2.03 0.54
H 1.41 -1.02 -1.53
H -0.60 -0.94 3.12
H 2.54 1.20 -0.08
H 2.14 1.22 -1.76
H -1.78 0.47 2.00
H 0.36 0.67 1.01
H -0.27 -2.49 2.69
H -1.14 -0.51 -2.80
H -2.41 -0.12 0.43
H -1.64 1.05 -2.14
H 1.55 -0.97 1.42
H 0.04 2.57 -1.19
```

The value obtained for the LUMO energy is 1.03 eV. Its total charge is 0. As for the structure (SMILES): CN1[C@H]2CC[C@H]1CC(N)C2. For the orbital gap, the calculation gives 9.33 eV.

---

Entry B
A 2-piece molecular cluster, C8H16N2 overall. Source: the OMol25 dataset; level of theory: wB97M-V/def2-TZVPD.

```
26
C8H16N2, DFT wB97M-V/def2-TZVPD
N -0.10 2.94 -1.24
N 0.34 1.73 -1.33
C 0.33 0.76 -0.47
C -3.20 -1.81 2.50
C 1.05 -0.53 -0.55
C 0.89 1.48 -2.64
C -2.36 -0.77 2.36
C 0.87 0.26 0.77
C 2.10 0.92 1.51
C 0.22 -1.77 -0.83
H 0.69 -2.36 -1.62
H 0.33 -0.19 1.57
H -1.47 -0.92 1.81
H 1.78 1.82 1.83
H 1.23 0.40 -2.54
H -0.20 3.42 -0.32
H 0.30 -2.42 0.01
H 1.69 2.20 -2.87
H -4.11 -1.75 3.07
H -2.54 0.13 2.91
H 2.93 1.04 0.94
H -0.77 -1.50 -1.03
H 0.14 1.79 -3.40
H 2.11 -0.45 -0.76
H 2.40 0.32 2.38
H -2.98 -2.68 1.91
```

The value obtained for the LUMO energy (spin up / spin down) is 0.84 / 0.84 eV. Its total charge is 0. For the orbital gap (spin up / spin down), the calculation gives 8.31 / 8.31 eV.

---

Verdict on stability: entry A comes out on top.

---

Entry A
C6H13N3 in the gas phase. Source: the OMol25 dataset; level of theory: wB97M-V/def2-TZVPD.

```
22
C6H13N3, DFT wB97M-V/def2-TZVPD
N 2.60 -0.58 -1.75
N -0.80 0.41 1.34
N 0.19 0.48 0.66
C -2.73 0.87 -0.54
C 2.70 0.04 0.58
C -2.45 -1.45 0.77
C 3.46 -0.04 -0.84
C -2.32 0.09 0.85
C 1.34 0.67 0.16
H 3.14 0.49 1.39
H -3.51 -1.90 0.78
H -1.99 -1.82 -0.07
H -2.09 0.50 -1.38
H 1.76 0.20 -2.24
H -2.50 1.98 -0.61
H -1.95 -1.93 1.63
H 1.19 1.26 -0.74
H 4.36 -0.65 -0.73
H -3.80 0.78 -0.64
H 3.86 0.98 -1.05
H 2.52 -0.93 0.77
H -2.96 0.55 1.65
```

The value obtained for the LUMO energy (spin up / spin down) is -0.90 / -1.97 eV. Its total charge is 0. For the orbital gap (spin up / spin down), the calculation gives 5.74 / 3.44 eV.

---

Entry B
A 2-piece molecular cluster, C6H13N3 overall. Source: the OMol25 dataset; level of theory: wB97M-V/def2-TZVPD.

```
22
C6H13N3, DFT wB97M-V/def2-TZVPD
N 0.85 -3.18 -0.92
N 1.59 -1.06 -0.88
N -0.02 1.72 0.11
C -1.16 2.62 -0.10
C 1.81 1.37 1.66
C 0.59 -1.86 -0.68
C 0.52 1.55 1.37
C -0.84 -1.30 -0.44
C -1.91 -1.94 -0.92
H -2.91 -1.71 -0.57
H 1.27 -0.09 -0.74
H -0.81 3.65 -0.11
H 2.11 1.10 2.67
H -1.63 2.39 -1.05
H -1.90 2.51 0.70
H -1.83 -2.76 -1.63
H 0.36 -3.82 -0.31
H 2.57 1.38 0.90
H -0.98 -0.54 0.32
H 1.85 -3.36 -0.96
H 0.69 1.84 -0.61
H -0.23 1.49 2.16
```

The value obtained for the LUMO energy is 0.93 eV. Its total charge is 0. As for the structure (SMILES): [H]/N=C(/N)C=C.C=CNC. For the orbital gap, the calculation gives 9.12 eV.

---

Entry C
A 2-piece molecular cluster, C6H13N3 overall. Source: the OMol25 dataset; level of theory: wB97M-V/def2-TZVPD.

```
22
C6H13N3, DFT wB97M-V/def2-TZVPD
N -1.62 1.22 -0.35
N 1.54 -0.32 1.69
N -0.20 -1.47 0.55
C -0.45 0.97 -0.82
C -0.24 -0.51 -1.64
C 0.76 -1.28 -2.09
C -0.70 0.17 2.39
C 0.55 2.07 -0.96
C 0.29 -0.48 1.47
H 0.80 -1.65 -3.11
H -0.92 -0.29 -2.47
H -1.16 -1.80 0.69
H 2.11 -1.01 1.21
H 1.51 1.69 -1.33
H 0.52 -2.14 0.32
H 0.17 2.83 -1.65
H -0.53 -0.17 3.41
H -1.74 -0.07 2.15
H -0.55 1.25 2.34
H 0.72 2.53 0.02
H -2.22 0.38 -0.39
H 1.34 -1.92 -1.44
```

The value obtained for the LUMO energy is 0.62 eV. Its total charge is 0. As for the structure (SMILES): [H]/N=C(/C)C=C.[H]/N=C(/C)N. For the orbital gap, the calculation gives 9.13 eV.

---

Entry D
C6H13N3 in the gas phase. Source: the OMol25 dataset; level of theory: wB97M-V/def2-TZVPD.

```
22
C6H13N3, DFT wB97M-V/def2-TZVPD
N 0.22 -0.32 -2.58
N -0.43 -1.94 -0.05
N -0.28 -0.52 -0.11
C -0.01 2.78 1.12
C -1.54 -0.29 2.10
C 2.05 -0.47 -0.98
C -0.67 0.26 0.99
C -0.33 1.52 1.04
C 0.61 0.00 -1.20
H -0.97 -0.32 3.04
H 2.13 -1.56 -0.96
H -2.40 0.37 2.26
H -0.36 3.39 1.93
H -0.71 0.08 -2.70
H -1.95 -1.28 1.93
H 0.63 1.10 -1.18
H 2.71 -0.10 -1.77
H 2.43 -0.09 -0.03
H -0.55 -2.32 -0.99
H -1.29 -2.20 0.42
H 0.63 3.23 0.36
H 0.11 -1.32 -2.64
```

The value obtained for the LUMO energy (spin up / spin down) is 0.63 / 0.66 eV. Its total charge is 0. As for the structure (SMILES): C=C=C(C)N(N)[C@@H](C)N. For the orbital gap (spin up / spin down), the calculation gives 7.78 / 6.65 eV.

---

Verdict on stability: entry B comes out on top.

---

Entry A
C46H46BaClN7O5S2 as an isolated structure. Source: the OMol25 dataset; level of theory: wB97M-V/def2-TZVPD.

```
108
C46H46BaClN7O5S2, DFT wB97M-V/def2-TZVPD
Ba -0.22 0.06 -0.11
Cl 3.85 -6.30 0.35
S -3.53 0.97 2.22
S 1.48 1.02 3.40
O -2.53 0.63 1.15
O 3.52 0.88 1.31
O 0.49 0.74 2.32
O 2.36 -0.14 -0.32
O 4.67 -0.83 -1.58
N -2.08 -2.35 -0.86
N -1.07 4.13 -4.86
N 0.02 -2.53 1.22
N 0.40 -1.15 -2.75
N -0.14 2.71 -0.95
N -2.38 0.26 -2.26
N -0.20 4.56 -2.57
C -0.78 -4.75 1.47
C 1.02 -0.49 -4.96
C 0.43 -2.76 -4.50
C -2.24 -2.93 0.48
C 0.79 -0.22 -3.62
C -1.68 -3.38 -1.84
C -3.31 3.36 0.91
C 1.19 -2.90 1.74
C -4.00 2.66 1.89
C -0.18 3.56 -1.74
C 3.86 -4.34 -1.52
C 2.83 5.32 2.86
C 1.57 3.42 2.08
C 2.00 2.72 3.19
C -3.19 -0.80 -2.43
C -0.95 -3.44 1.08
C 3.26 4.59 3.96
C -5.03 3.23 2.62
C -1.60 2.40 3.69
C 0.43 -5.14 2.02
C 3.82 -2.65 -3.40
C -3.34 -1.71 -1.24
C 4.68 0.25 -0.65
C -0.58 2.39 4.84
C -0.18 -3.43 -2.15
C 2.00 4.73 1.92
C -5.37 4.56 2.37
C 4.53 -3.70 0.70
C -4.68 5.27 1.40
C 4.05 -3.04 -1.97
C -2.93 0.98 -4.48
C -2.57 1.23 3.73
C 4.71 -2.39 0.27
C 0.43 1.24 4.86
C -3.75 -0.12 -4.65
C 0.24 -2.40 -3.17
C 2.85 3.28 4.13
C 4.48 -2.06 -1.06
C 0.82 -1.78 -5.41
C 4.10 -4.66 -0.19
C -0.67 4.31 -3.79
C -3.88 -1.02 -3.61
C -3.67 4.68 0.67
C -2.27 1.11 -3.27
C 1.44 -4.20 2.16
C 3.40 0.34 0.20
H -3.30 1.32 4.54
H -1.09 2.42 2.74
H 5.55 0.22 0.00
H 0.93 0.78 -3.23
H -1.12 2.36 5.80
H 4.75 1.15 -1.26
H 3.93 5.04 4.69
H -4.28 -0.27 -5.58
H -4.12 -2.46 -1.44
H 1.95 -2.13 1.79
H -6.17 5.02 2.93
H -0.05 0.27 4.97
H 3.41 -3.48 -3.97
H 0.29 -3.78 -4.81
H -5.56 2.66 3.37
H 3.13 -1.80 -3.45
H -4.53 -1.89 -3.70
H -2.21 -3.18 -2.77
H 3.21 2.70 4.97
H -2.97 -3.76 0.47
H -2.63 -2.15 1.13
H -4.96 6.30 1.20
H 3.16 6.34 2.73
H 1.68 5.29 1.05
H 0.05 -4.42 -2.53
H -2.02 -4.36 -1.49
H -2.52 2.88 0.35
H -2.05 0.27 3.85
H 0.99 -2.04 -6.45
H -0.04 3.33 4.82
H 0.41 -3.29 -1.24
H -3.67 -1.10 -0.39
H 1.33 0.31 -5.63
H -2.78 1.74 -5.24
H -1.61 1.96 -3.11
H -3.14 5.23 -0.10
H 3.52 -5.10 -2.21
H 4.75 -2.32 -3.88
H 1.11 1.36 5.71
H 0.60 -6.16 2.33
H -2.17 3.33 3.77
H 4.72 -3.97 1.73
H 2.40 -4.47 2.57
H 5.02 -1.64 0.98
H 0.95 2.95 1.33
H -1.59 -5.47 1.34
```

The value obtained for the LUMO energy is -0.02 eV. Its total charge is 0. For the orbital gap, the calculation gives 7.84 eV.

---

Entry B
C46H46BaClN7O5S2 as an isolated structure. Source: the OMol25 dataset; level of theory: wB97M-V/def2-TZVPD.

```
108
C46H46BaClN7O5S2, DFT wB97M-V/def2-TZVPD
Ba -0.48 0.17 -1.14
Cl 2.45 4.65 5.67
S 0.79 -4.17 0.15
S 3.12 0.20 -1.01
O 0.25 -2.93 -0.50
O -0.48 1.86 0.54
O 1.82 -0.47 -0.60
O -1.64 2.27 -1.32
O -0.63 4.82 0.68
N 1.02 1.54 -2.58
N -2.97 -2.58 0.75
N -0.73 -0.95 -3.83
N 2.11 3.48 -3.56
N -3.13 0.37 0.01
N -3.31 -1.03 -2.44
N 2.50 5.77 -2.75
C 1.41 -2.33 2.10
C -3.25 0.73 1.28
C 3.74 0.93 0.50
C -3.39 -5.10 1.84
C 2.20 -4.27 3.93
C -1.90 -0.29 -5.80
C 1.52 2.51 -3.00
C -0.71 0.06 -6.41
C 3.33 1.67 2.73
C -1.87 -0.81 -4.51
C -3.35 -3.35 -1.51
C -1.68 3.94 0.34
C 1.76 -4.65 2.67
C 1.23 5.45 1.94
C -5.37 1.73 0.91
C 0.06 4.68 1.85
C 0.41 -0.63 -4.44
C -3.27 -3.62 -0.03
C -3.06 -4.04 2.65
C 5.49 2.01 1.72
C 1.52 4.66 4.19
C -5.26 1.34 -0.42
C 2.41 -4.51 -0.65
C 2.24 -2.93 4.28
C 1.85 -1.96 3.36
C 4.63 2.13 2.82
C 5.04 1.42 0.56
C -3.51 -4.89 0.48
C -4.13 -2.07 -1.82
C -3.13 -1.34 -3.86
C 1.39 -3.68 1.77
C -4.34 1.42 1.78
C -1.22 2.59 -0.18
C -4.11 0.67 -0.84
C 2.29 4.69 -3.09
C 4.34 -1.17 -1.16
C 1.95 5.42 3.12
C 3.88 -2.44 -0.45
C -0.36 3.91 2.93
C 1.67 6.27 0.77
C 0.37 3.90 4.11
C 2.97 -3.28 -1.34
C 2.87 1.07 1.56
C -2.88 -2.80 2.06
C -3.92 0.29 -2.29
C 0.48 -0.13 -5.73
H -2.24 4.43 -0.46
H 1.89 5.66 -0.11
H 1.11 -1.60 1.37
H -4.89 0.35 -2.81
H -2.95 -4.15 3.72
H -2.64 -1.94 2.67
H 2.20 -5.31 -1.35
H 2.49 -5.03 4.65
H 1.43 0.14 -6.16
H -4.00 -1.00 -4.45
H 1.72 -5.70 2.40
H 1.90 -0.91 3.63
H -3.78 -5.69 -0.19
H -2.42 0.47 1.93
H -6.05 1.56 -1.13
H -4.53 -1.69 -0.88
H -2.85 -0.17 -6.31
H -2.35 3.81 1.20
H -4.38 1.70 2.82
H 2.57 6.84 1.01
H 0.05 3.31 4.95
H 4.75 -3.02 -0.16
H -3.81 -4.23 -1.99
H -6.25 2.25 1.25
H 4.47 -1.34 -2.23
H -4.99 -2.28 -2.47
H 4.98 2.60 3.72
H -3.09 -2.43 -3.96
H 2.66 1.80 3.56
H 2.58 -2.64 5.26
H 6.50 2.40 1.78
H -3.57 -6.09 2.26
H 1.84 0.76 1.47
H -1.23 3.28 2.85
H -0.71 0.47 -7.41
H 5.27 -0.79 -0.76
H 1.31 -0.77 -3.86
H -3.26 1.03 -2.74
H 5.69 1.36 -0.30
H 3.53 -3.60 -2.22
H 2.86 6.00 3.20
H 2.13 -2.67 -1.69
H 0.89 6.97 0.46
H 3.36 -2.16 0.47
H -2.34 -3.25 -1.91
H 3.07 -4.90 0.13
```

The value obtained for the LUMO energy is 0.15 eV. Its total charge is 0. For the orbital gap, the calculation gives 7.75 eV.

---

Verdict on stability: entry A comes out on top.